[1]
Molecular formula: C33H33BCl2N10NiOSi
Method: DFT, wB97M-V/def2-TZVPD

Positions of all 82 atoms, in Å:
Ni 0.149 0.491 0.195
C -0.274 -2.871 2.852
C -0.272 -2.272 1.587
N 0.345 -1.101 1.639
N 0.782 -0.929 2.899
C 0.392 -1.971 3.660
B 1.670 0.324 3.172
N 0.728 1.561 2.982
C 0.421 2.532 3.870
C -0.456 3.414 3.278
C -0.653 2.897 1.991
N 0.037 1.785 1.832
N 2.846 0.354 2.126
C 3.761 -0.607 1.861
C 4.190 -0.960 0.619
C 3.796 -0.457 -0.651
N 2.273 0.903 0.970
N 2.325 0.203 4.560
C 2.920 -0.905 5.072
C 3.664 -0.530 6.163
C 3.478 0.861 6.235
N 2.690 1.294 5.268
H -0.720 -3.806 3.142
H -0.721 -2.593 0.661
H 0.599 -1.999 4.714
H 0.888 2.547 4.836
H -0.883 4.301 3.710
H -1.259 3.260 1.175
H 4.192 -1.108 2.718
H 4.974 -1.712 0.587
H 1.535 0.266 -1.149
H 2.776 -1.874 4.627
H 4.257 -1.163 6.801
H 3.883 1.562 6.947
C -2.649 0.062 2.566
Si -3.060 -0.127 0.745
C -4.247 1.290 0.309
C -4.016 -1.756 0.667
N -1.676 -0.186 -0.283
C -1.815 -0.652 -1.571
C -3.033 -0.622 -2.289
C -3.184 -1.141 -3.562
C -2.115 -1.733 -4.220
C -0.893 -1.776 -3.564
C -0.750 -1.243 -2.299
O 0.488 -1.340 -1.655
C 1.654 -0.946 -2.326
C 2.862 -1.521 -1.931
C 4.143 -0.707 -2.072
C 4.114 0.429 -3.150
C 2.831 0.442 -3.924
C 1.670 -0.054 -3.472
H -3.608 0.160 3.086
H -2.050 0.935 2.815
H -2.147 -0.824 2.961
H -4.480 1.890 1.193
H -5.193 0.923 -0.098
H -3.798 1.953 -0.435
H -5.030 -1.638 1.060
H -3.505 -2.502 1.283
H -4.091 -2.153 -0.347
H -3.888 -0.146 -1.825
H -4.151 -1.073 -4.046
H -2.221 -2.146 -5.214
H -0.026 -2.225 -4.036
H 2.882 -2.421 -1.333
H 5.071 -1.274 -2.144
H 4.955 0.275 -3.833
H 2.822 1.053 -4.816
H 0.742 0.176 -3.975
Cl 0.463 5.063 -2.875
C 1.544 3.646 -2.678
C 2.773 3.735 -3.410
C 3.941 3.040 -3.433
C 4.237 1.908 -2.497
C 3.068 1.872 -1.602
Cl 2.714 0.854 -0.528
C 0.942 2.643 -1.943
N 0.207 1.837 -1.467
H 2.734 4.561 -4.117
H 4.688 3.333 -4.163
H 5.208 1.982 -1.999

Force components x, y, z for each atom (eV/Å):
-0.9 0.2 1.3
0.0 0.0 0.0
-0.1 0.0 0.1
0.1 -0.1 -0.4
0.0 -0.1 0.0
0.1 0.0 -0.1
0.2 0.0 0.0
0.1 0.1 0.2
0.1 0.1 -0.1
0.0 0.0 0.0
0.0 0.0 0.1
-0.2 -0.2 0.0
-0.1 0.2 -0.7
-0.4 -0.1 0.4
1.2 -0.8 -0.2
-0.8 0.3 0.2
-1.8 0.3 0.5
-0.1 0.0 0.1
-0.1 0.0 0.0
0.0 0.0 0.0
0.0 0.0 0.0
0.0 0.0 0.0
0.0 0.0 0.0
0.0 0.0 0.0
0.0 0.0 0.0
0.0 0.0 0.0
0.0 0.0 0.0
0.0 0.0 0.0
0.0 0.1 0.0
0.0 0.1 0.0
0.3 0.4 -0.1
0.0 0.0 0.0
0.0 0.0 0.0
0.0 0.0 0.0
0.0 0.0 0.0
0.0 0.0 0.0
0.0 0.0 0.0
0.0 0.0 0.0
0.0 -0.2 -0.3
-0.1 0.0 0.0
0.0 0.1 0.0
0.0 0.0 0.0
0.0 0.0 0.0
0.0 -0.1 0.0
0.1 0.1 0.0
-0.2 -0.5 -0.1
0.0 0.4 -0.1
0.1 0.2 0.7
0.1 -0.5 -0.3
0.0 0.3 0.0
0.0 0.0 -0.2
0.0 -0.3 0.0
0.0 0.0 0.0
0.0 0.0 0.0
0.0 0.0 0.0
0.0 0.0 0.0
0.0 0.0 0.0
0.0 0.0 0.0
0.0 0.0 0.0
0.0 0.0 0.0
0.0 0.0 0.0
0.0 0.0 0.0
0.0 0.0 0.0
0.0 0.0 0.0
0.0 0.0 0.0
0.0 -0.1 -0.2
-0.1 -0.2 -0.1
0.0 0.0 0.0
0.0 0.0 0.0
0.0 0.0 0.0
0.0 -0.1 -0.1
-0.4 0.2 0.1
0.1 0.0 -0.1
0.1 0.1 0.1
-0.5 -0.8 -0.3
-0.2 -0.1 2.1
2.5 1.3 -2.7
0.5 -0.5 -0.6
0.2 0.1 0.6
0.0 0.0 0.0
0.0 0.0 0.1
0.0 0.1 -0.1

Computed properties:
Net charge: -1
E_LUMO (alpha / beta), eV: 2.52 / 1.56
Orbital gap (alpha / beta), eV: 5.93 / 5.11
Energy relative to the best compared isomer or geometry (same formula, charge and spin), kJ/mol: 1691.01
Spin multiplicity: 4


[2]
Molecular formula: C33H33EuIN4O4S2
Method: DFT, wB97M-V/def2-TZVPD

Positions of all 78 atoms, in Å:
Eu 0.739 0.725 0.700
C 3.180 2.236 -2.904
C 1.771 1.844 -3.231
N 1.485 1.616 -4.504
C 0.221 1.259 -4.792
C -0.792 1.139 -3.870
C -2.159 0.723 -4.338
O -3.158 1.731 -4.166
C -0.510 1.382 -2.499
C -1.580 1.333 -1.550
N -1.452 1.262 -0.250
C -2.603 1.299 0.532
C -3.834 0.751 0.129
C -4.938 0.761 0.956
C -4.874 1.318 2.226
C -3.679 1.872 2.657
C -2.582 1.860 1.816
I -0.803 2.744 2.498
C 0.832 1.711 -2.190
O 1.213 1.908 -0.949
H 3.729 2.398 -3.829
H 3.678 1.451 -2.330
H 3.206 3.140 -2.295
H 0.010 1.061 -5.839
H -2.523 -0.136 -3.770
H -2.099 0.423 -5.389
H -2.913 2.484 -4.714
H -2.580 1.465 -1.955
H -3.892 0.269 -0.839
H -5.859 0.309 0.611
H -5.736 1.314 2.878
H -3.600 2.305 3.645
C 3.362 3.660 1.215
C 3.235 2.214 1.601
C 3.773 1.219 0.783
C 3.680 -0.127 1.121
C 4.382 -1.183 0.315
C 2.982 -0.479 2.279
C 2.458 0.484 3.134
C 1.789 0.089 4.420
C 2.598 1.830 2.779
H 2.787 4.302 1.882
H 2.997 3.808 0.197
H 4.406 3.977 1.251
H 4.309 1.510 -0.113
H 5.305 -1.474 0.823
H 4.641 -0.822 -0.678
H 3.763 -2.074 0.205
H 2.893 -1.527 2.546
H 2.538 -0.091 5.194
H 1.206 -0.822 4.291
H 1.118 0.872 4.775
H 2.234 2.594 3.458
O -1.963 -0.857 3.912
C -2.400 -1.956 3.265
C -3.440 -2.670 3.862
C -3.933 -3.812 3.267
C -3.398 -4.267 2.062
C -2.373 -3.559 1.470
C -1.857 -2.396 2.050
C -0.762 -1.642 1.393
O -0.268 -0.616 2.035
N -0.368 -2.043 0.220
N 0.739 -1.380 -0.348
C 0.937 -1.809 -1.543
S -0.148 -2.967 -2.271
C 0.562 -2.757 -3.932
C 2.054 -2.539 -3.791
S 2.290 -1.290 -2.498
H -1.220 -0.499 3.374
H -3.838 -2.301 4.798
H -4.738 -4.357 3.744
H -3.782 -5.165 1.596
H -1.943 -3.887 0.533
H 0.096 -1.891 -4.402
H 0.339 -3.651 -4.512
H 2.498 -2.145 -4.705
H 2.563 -3.458 -3.501

Force components x, y, z for each atom (eV/Å):
2.6 1.4 1.9
0.0 0.0 0.0
0.5 0.1 -1.3
-0.1 0.1 0.7
-0.3 -0.1 -0.2
0.0 0.0 0.2
-0.1 0.0 0.0
0.1 0.0 -0.1
0.7 -0.2 -1.1
-0.3 0.3 1.7
-0.2 0.2 -1.8
-1.2 -0.1 0.6
0.5 -0.1 -0.1
-0.2 0.0 0.1
0.1 0.0 -0.1
-0.1 0.0 -0.1
0.4 0.1 -0.2
-0.5 0.5 0.4
-0.5 0.4 1.9
0.5 1.7 -4.0
0.0 0.0 0.0
0.0 0.0 0.0
0.0 0.0 0.0
0.0 0.0 0.0
0.0 0.0 0.0
0.0 0.0 0.0
0.0 0.0 0.1
0.0 -0.1 -0.2
0.0 0.0 0.0
0.0 0.0 0.0
0.0 0.0 0.0
0.0 0.0 0.0
0.0 0.0 0.0
0.0 0.0 0.1
0.1 0.0 0.1
0.1 0.0 0.1
0.0 0.0 0.0
0.2 0.0 0.2
0.1 0.0 0.0
0.0 0.0 0.0
0.1 0.0 0.0
0.0 0.0 0.0
0.0 0.0 0.0
0.0 0.0 0.0
-0.1 0.0 -0.1
0.0 0.0 0.0
0.0 0.0 0.0
0.0 0.0 0.0
-0.1 0.0 0.0
0.0 0.0 0.0
0.0 0.0 0.0
0.0 0.0 0.0
-0.1 0.0 0.0
-0.1 0.0 0.2
0.0 0.1 0.1
0.0 0.0 0.0
0.0 0.0 0.0
0.0 0.0 0.0
0.0 0.0 0.0
-0.1 -0.1 -0.2
0.2 0.3 0.4
-1.6 -2.5 1.5
-0.2 -0.4 -0.3
-0.2 -1.5 -0.5
-0.2 0.0 0.6
-0.1 -0.1 -0.3
0.0 0.0 0.0
0.0 0.0 0.0
0.2 0.1 -0.2
0.0 0.0 -0.1
0.0 0.0 0.0
0.0 0.0 0.0
0.0 0.0 0.0
0.0 0.0 0.0
0.0 0.0 0.0
0.0 0.0 0.0
0.0 0.0 0.0
0.0 0.0 0.0

Computed properties:
E_LUMO (alpha / beta), eV: -0.39 / -0.38
Orbital gap (alpha / beta), eV: 5.36 / 7.28
Energy relative to the best compared isomer or geometry (same formula, charge and spin), kJ/mol: 0.00
Spin multiplicity: 8


[3]
Molecular formula: C33H33IN4O2S2Sb2Se8W
Method: DFT, wB97M-V/def2-TZVPD

Positions of all 86 atoms, in Å:
W 0.609 0.119 -0.839
C 3.490 1.939 1.315
C 2.262 2.553 1.909
N 2.379 3.715 2.525
C 1.294 4.280 3.068
C 0.034 3.742 3.007
C -1.103 4.426 3.712
O -1.653 3.623 4.771
C -0.141 2.525 2.316
C -1.477 1.943 2.183
N -1.656 0.841 1.581
C -2.842 0.121 1.529
C -4.141 0.607 1.671
C -5.219 -0.255 1.520
C -5.027 -1.599 1.227
C -3.738 -2.103 1.067
C -2.661 -1.246 1.230
I -0.668 -1.763 0.827
C 1.001 1.906 1.776
O 0.953 0.750 1.145
H 4.220 2.723 1.117
H 3.260 1.433 0.384
H 3.933 1.196 1.983
H 1.454 5.237 3.556
H -1.919 4.636 3.024
H -0.749 5.385 4.099
H -0.933 3.406 5.372
H -2.300 2.471 2.671
H -4.298 1.662 1.864
H -6.226 0.132 1.625
H -5.879 -2.259 1.111
H -3.580 -3.142 0.808
S -1.729 0.403 -1.465
C -2.085 -0.415 -2.906
N -3.266 -0.147 -3.549
C -3.322 -0.647 -4.912
C -2.873 -2.088 -4.922
N -1.482 -2.164 -4.493
C -0.866 -3.489 -4.625
C -1.683 -4.578 -3.965
C -1.743 -4.663 -2.574
C -2.565 -5.599 -1.962
C -3.332 -6.465 -2.733
C -3.266 -6.398 -4.117
C -2.449 -5.453 -4.728
C -1.197 -1.408 -3.372
S 0.296 -1.602 -2.558
C -3.975 1.116 -3.328
C -5.456 0.856 -3.196
C -6.359 1.259 -4.172
C -7.714 0.966 -4.046
C -8.172 0.268 -2.939
C -7.272 -0.140 -1.958
C -5.924 0.154 -2.087
H -2.684 -0.048 -5.572
H -4.352 -0.581 -5.263
H -2.950 -2.500 -5.930
H -3.526 -2.667 -4.261
H 0.128 -3.445 -4.190
H -0.754 -3.691 -5.692
H -1.132 -4.003 -1.967
H -2.600 -5.658 -0.881
H -3.977 -7.192 -2.255
H -3.851 -7.079 -4.724
H -2.399 -5.396 -5.811
H -3.765 1.812 -4.145
H -3.608 1.573 -2.414
H -5.999 1.813 -5.032
H -8.408 1.280 -4.816
H -9.228 0.046 -2.836
H -7.622 -0.690 -1.092
H -5.225 -0.162 -1.319
Se 5.671 -2.884 -1.598
Sb 4.149 -2.612 0.322
Se 2.158 -1.338 -0.205
Se 5.513 -1.719 2.112
Se 3.742 -4.980 0.662
Se -0.786 5.312 -3.391
Sb -0.200 4.904 -1.067
Se 1.680 6.153 -0.205
Se -2.184 4.871 0.348
Se 0.563 2.380 -1.150
C 2.207 0.494 -2.506
H 2.928 1.227 -2.165
H 1.645 0.904 -3.337
H 2.715 -0.414 -2.817

Force components x, y, z for each atom (eV/Å):
0.2 2.7 0.1
0.0 0.1 0.1
-0.1 0.2 0.0
0.1 -0.1 0.1
0.1 0.0 0.0
-0.2 -0.1 0.1
0.0 0.0 0.0
0.0 0.1 0.1
0.2 0.1 -0.1
0.0 0.4 0.3
0.0 -0.4 -0.3
0.0 -0.2 0.0
0.0 0.0 0.0
0.0 0.0 0.1
0.1 -0.1 0.0
0.1 0.2 0.1
-0.4 0.4 -0.3
-0.8 -1.4 0.8
-0.5 0.4 -0.1
0.1 -0.4 -0.6
0.0 0.0 0.1
0.0 -0.1 -0.1
0.0 -0.1 0.0
0.0 0.0 0.0
0.0 0.0 0.0
0.0 0.0 0.0
0.0 0.0 -0.1
0.1 0.0 0.1
0.0 0.0 0.0
0.0 0.0 0.0
0.0 0.0 0.0
0.0 0.0 0.0
-1.1 0.1 -0.9
-1.4 1.8 1.6
1.2 0.0 -0.3
-0.2 -0.2 -0.2
-0.2 0.1 -0.3
-0.6 0.3 1.5
0.2 -0.2 -0.2
-0.2 0.1 0.0
0.1 0.0 0.0
0.0 0.0 -0.1
0.0 0.1 0.0
0.0 0.0 0.0
0.1 0.0 0.0
2.4 -1.5 -0.7
-1.0 0.0 -1.2
-0.4 0.0 0.2
0.0 -0.1 -0.1
0.0 0.0 0.0
0.0 0.0 0.0
0.0 0.0 0.0
0.0 0.0 -0.1
0.0 -0.1 0.0
0.0 0.1 0.0
0.0 0.0 0.0
0.1 0.0 0.0
0.0 -0.1 0.0
0.1 0.0 -0.1
0.0 0.0 0.0
0.0 -0.1 0.0
0.0 0.0 0.0
0.0 0.0 0.0
0.0 0.0 0.0
0.0 0.0 0.0
0.1 -0.1 -0.1
0.1 0.1 0.0
0.0 0.0 0.0
0.0 0.0 0.0
0.0 0.0 0.0
0.0 0.0 0.0
0.0 0.0 0.0
-0.6 0.8 -0.4
4.6 -2.9 0.4
0.9 -1.5 0.6
-0.6 0.6 0.2
-1.1 0.0 0.3
0.2 -0.5 0.2
-0.9 2.6 0.1
-0.2 -0.5 -0.2
0.1 -0.4 -0.3
0.1 -0.1 -0.7
-0.8 -0.2 0.0
0.1 -0.1 0.2
0.1 0.2 -0.2
0.1 -0.1 0.2

Computed properties:
Net charge: -2
E_LUMO (alpha / beta), eV: 0.63 / 0.62
Orbital gap (alpha / beta), eV: 2.35 / 2.32
Energy relative to the best compared isomer or geometry (same formula, charge and spin), kJ/mol: 389.34